1.
Entry from OMol25: the molecule C8H9NO (ωB97M-V with the def2-TZVPD basis set).

Positions of all 19 atoms, in Å:
C 0.4558 -1.8349 -0.1520
C 0.2017 0.6186 0.1400
C -0.3242 -0.7717 0.0655
C 2.6948 -0.7499 0.0893
C 1.8339 0.5573 0.0691
C -0.4939 1.8843 0.6564
C -0.4423 1.6574 -0.8014
C -1.8079 -0.9152 0.1967
N 1.8931 -1.7783 -0.2281
O 2.3990 1.6182 0.2269
H -0.0124 -2.7323 -0.4098
H -1.3117 1.8119 1.3915
H 0.2344 2.7046 1.0790
H 0.2563 2.2169 -1.3884
H -1.3311 1.3197 -1.2525
H -1.9288 -1.8900 0.5476
H -2.1419 -0.1276 0.8444
H -2.4486 -0.8513 -0.6775
H 2.2736 -2.7375 -0.3965

As for the energy above the lowest of the compared OMol25 structures with the same formula, charge and spin: 460.0 kJ/mol. As for the HOMO-LUMO gap: 8.2 eV. The calculation puts the HOMO energy at -8.39 eV. The total charge is 0. For the LUMO energy, the calculation gives -0.24 eV.

2.
Entry from OMol25: a structure of composition C8H9NO2 (ωB97M-V with the def2-TZVPD basis set).

Positions of all 20 atoms, in Å:
C -3.3415 -0.9822 0.0172
C -2.7711 0.2830 0.1468
C -0.3865 0.8892 -0.1678
C 0.9389 0.5224 -0.1902
C 2.0753 1.3708 0.0538
C 3.2333 0.7651 0.1877
C 3.3918 -0.6619 0.0793
C 2.2285 -1.4582 -0.1660
H -2.6498 -1.9622 0.3639
H -3.5090 -1.0337 -1.3444
H -4.5435 -1.0609 0.8672
H -2.8326 0.7237 1.2306
H -3.2428 1.2501 -0.4938
H 1.7816 2.5414 0.1288
H 4.1150 1.4106 0.4075
H 4.3840 -1.2610 -0.2507
H 2.3330 -2.6023 -0.2205
N 0.9128 -0.7360 -0.3010
O -1.2619 -0.0651 -0.0328
O -0.8556 2.0669 -0.3158

As for the energy above the lowest of the compared OMol25 structures with the same formula, charge and spin: 591.5 kJ/mol. As for the HOMO-LUMO gap: 9.5 eV. The calculation puts the HOMO energy at -9.42 eV. The total charge is 0. For the LUMO energy, the calculation gives 0.11 eV.

3.
Entry from OMol25: a structure of composition C8H9NO5V (ωB97M-V with the def2-TZVPD basis set).

Positions of all 24 atoms, in Å:
V -0.0153 0.1427 -0.1142
O 0.0310 3.6720 -1.9571
C 0.0150 2.6678 -1.4174
C 1.6119 -0.8245 0.4117
O 2.5947 -1.3497 0.7511
C -1.6004 -0.7651 0.4553
O -2.6087 -1.3050 0.7112
C -0.0142 -0.8329 -1.7253
O -0.0012 -1.4879 -2.6891
C -0.4210 1.6727 5.1586
N 0.2261 0.9913 4.0852
C 1.3755 0.1482 4.3002
C -0.2463 1.0586 2.8166
C -1.4553 1.8550 2.3853
O 0.4081 0.3672 1.9900
H 0.1170 1.4530 6.0869
H -1.4657 1.3328 5.2465
H -0.4148 2.7572 4.9727
H 1.1921 -0.9135 4.0238
H 2.2688 0.4880 3.7345
H 1.6295 0.1717 5.3623
H -1.1838 2.5736 1.5959
H -2.2395 1.2025 1.9756
H -1.8952 2.4227 3.2279

As for the energy above the lowest of the compared OMol25 structures with the same formula, charge and spin: 112.8 kJ/mol. As for the HOMO-LUMO gap (alpha / beta): 4.9 / 4.7 eV. The calculation puts the HOMO energy (alpha / beta) at -21.46 / -21.08 eV. The total charge is +3. For the LUMO energy (alpha / beta), the calculation gives -16.52 / -16.34 eV. Its expectation value of S² is 2.031. As for the spin multiplicity: 3.

4.
Entry from OMol25: the molecule C8H9NS (ωB97M-V with the def2-TZVPD basis set).

Positions of all 19 atoms, in Å:
C -1.2433 -1.4296 2.8870
C -1.5941 -0.8182 1.7127
C 0.1053 -1.5743 3.0148
C -0.5307 -0.3207 0.9953
C -0.4122 0.3371 -0.2309
C 0.1701 0.8404 -1.4439
C 1.1570 1.9779 -1.5713
C 0.5115 -0.3224 -2.3458
N -1.2288 1.0514 -1.1683
S 0.9785 -0.7402 1.8123
H -1.9701 -1.7521 3.5923
H -2.6334 -0.5704 1.5298
H 0.6372 -1.7537 3.8781
H 2.1690 1.6174 -2.0294
H 1.2947 2.3995 -0.6110
H 0.8106 2.8466 -2.1433
H 1.3509 -1.0350 -2.0276
H 0.8423 0.1219 -3.3385
H -0.4145 -0.8757 -2.5124

As for the energy above the lowest of the compared OMol25 structures with the same formula, charge and spin: 169.8 kJ/mol. As for the SMILES: CC1(C)N=C1c1cccs1. As for the HOMO-LUMO gap (alpha / beta): 8.0 / 8.0 eV. The calculation puts the HOMO energy (alpha / beta) at -8.41 / -8.42 eV. The total charge is 0. For the LUMO energy (alpha / beta), the calculation gives -0.42 / -0.42 eV.